Entry from OMol25: C9H21ClI2N2OPSSn as an isolated structure (wB97M-V/def2-TZVPD).

Geometry as XYZ:
```
39
C9H21ClI2N2OPSSn, DFT wB97M-V/def2-TZVPD
I 5.1325 0.8592 -2.4366
I 3.9062 -1.9334 -2.1289
Sn 0.7870 -1.0141 -0.3274
P -0.6900 -0.0688 -3.6226
C 0.4845 0.0041 -4.9495
C -1.7686 -1.4017 -4.0969
H -2.4097 1.3791 -2.9375
H -2.1626 1.3152 -4.7390
H -1.0460 2.2828 -3.7246
C -1.6778 1.3859 -3.7529
H -2.6091 -1.4803 -3.3838
H -2.1570 -1.1409 -5.1121
H -0.0452 0.0237 -5.8808
H 1.1545 -0.8472 -4.9520
H -1.2460 -2.3775 -4.1707
H 1.0999 0.8926 -4.8944
C 0.6936 0.4392 -2.3178
O 1.7873 0.9316 -2.3101
Cl -1.6871 -0.9850 -1.0084
C 2.4226 -0.0727 2.2163
N 1.3331 0.0855 3.1719
C 1.6045 -0.2346 4.5676
C 0.1229 0.4360 2.6882
S 0.2008 1.0491 1.0618
N -1.0585 0.2713 3.2858
C -1.3242 0.1817 4.7128
C -2.2249 0.2236 2.4309
H 3.2079 -0.5570 2.7428
H 2.7246 0.8843 1.7942
H 2.1278 -0.7240 1.3379
H 1.4221 0.5534 5.2671
H 1.0953 -1.1137 4.9439
H 2.6667 -0.4374 4.6327
H -1.7811 1.0983 5.1116
H -2.0304 -0.6452 4.9315
H -0.4378 0.0055 5.2980
H -2.4392 1.2279 2.0342
H -2.0973 -0.3769 1.5319
H -3.0815 -0.1197 2.9849
```

## Properties
HOMO level (spin up / spin down) = -18.0 / -18.0 eV
Electronic energy = -2548.51488 a.u.
Total charge = +3
Orbital gap (spin up / spin down) = 4.031 / 4.026 eV
Energy relative to the best compared isomer or geometry (same formula, charge and spin) = 191.2 kJ/mol